# ClH14O7

8 unconnected molecules or ions with the total composition ClH14O7 (the ωB97M-V functional and the def2-TZVPD basis, the Open Molecules 2025 dataset).

The HOMO-LUMO gap comes out at 9.954 eV.

Geometry as ORCA input:
```
! RIJCOSX wB97M-V def2-TZVPD def2/J DEFGRID3
* xyz -1 1
Cl 12.817 -2.002 7.685
O 10.057 -0.627 9.114
H 9.203 -0.577 8.672
H 10.547 -1.307 8.621
O 10.656 0.208 5.943
H 10.578 1.023 6.448
H 11.339 -0.296 6.414
O 15.914 -2.033 6.835
H 14.977 -2.141 7.106
H 16.413 -2.145 7.650
O 10.923 -4.507 8.392
H 11.500 -3.718 8.296
H 10.030 -4.179 8.244
O 13.965 -2.967 10.764
H 13.643 -2.829 9.857
H 13.755 -2.142 11.212
O 11.858 -4.382 5.373
H 12.037 -3.824 4.609
H 11.748 -3.750 6.110
O 13.985 1.005 8.533
H 13.940 0.044 8.372
H 13.686 1.392 7.706
*
```

# ClH18Na3O13

A molecular structure, ClH18Na3O13 in a non-equilibrium geometry (the ωB97M-V functional and the def2-TZVPD basis, the Open Molecules 2025 dataset).

The HOMO-LUMO gap comes out at 5.749 eV.

Geometry as ORCA input:
```
! RIJCOSX wB97M-V def2-TZVPD def2/J DEFGRID3
* xyz 2 1
Na 7.193 2.122 -12.084
Na 9.166 2.286 -8.397
Na 6.921 6.223 -11.560
Cl 10.146 3.986 -11.818
O 9.819 2.862 -12.693
O 10.597 3.522 -10.544
O 11.174 4.791 -12.453
O 8.994 4.707 -11.608
O 8.798 0.688 -10.883
H 8.571 0.039 -10.217
H 9.487 0.271 -11.400
O 6.964 3.008 -9.882
H 7.345 3.754 -9.418
H 6.083 2.922 -9.518
O 7.906 6.932 -9.505
H 8.255 6.105 -9.173
H 7.510 7.349 -8.739
O 10.941 8.045 -12.260
H 10.304 8.624 -11.841
H 10.459 7.641 -12.982
O 10.982 6.805 -9.587
H 10.941 7.210 -10.453
H 10.438 6.021 -9.663
O 11.836 5.125 -15.859
H 11.350 5.459 -15.105
H 11.260 5.288 -16.607
O 13.131 2.140 -14.525
H 12.251 2.233 -14.161
H 13.270 1.195 -14.579
O 12.773 1.394 -11.434
H 11.960 1.893 -11.516
H 12.492 0.520 -11.164
O 13.926 3.976 -11.255
H 13.172 4.300 -11.748
H 14.565 4.688 -11.297
*
```

# ClH24O16

A molecular structure, ClH24O16 in a non-equilibrium geometry (the ωB97M-V functional and the def2-TZVPD basis, the Open Molecules 2025 dataset).

The HOMO-LUMO gap comes out at 9.926 eV.

Geometry as ORCA input:
```
! RIJCOSX wB97M-V def2-TZVPD def2/J DEFGRID3
* xyz -1 1
Cl 31.484 -29.380 14.314
O 30.887 -28.238 13.638
O 31.560 -30.617 13.477
O 32.835 -29.026 14.682
O 30.766 -29.775 15.506
O 29.821 -32.313 15.074
H 30.302 -31.487 15.122
H 29.010 -32.147 15.554
O 34.591 -28.682 16.263
H 34.948 -28.025 15.665
H 33.687 -28.406 16.412
O 33.409 -31.141 12.157
H 34.211 -30.816 12.567
H 32.749 -31.090 12.848
O 28.188 -29.203 13.081
H 27.685 -28.926 12.316
H 29.017 -28.730 13.009
O 28.444 -30.066 15.814
H 29.172 -29.979 15.198
H 27.723 -29.591 15.402
O 29.659 -26.671 12.670
H 30.410 -27.079 12.239
H 29.898 -26.647 13.596
O 32.585 -26.462 14.616
H 32.946 -25.874 13.953
H 32.648 -27.333 14.224
O 30.316 -26.308 14.797
H 30.264 -26.319 15.753
H 31.226 -26.534 14.603
O 32.904 -28.163 11.638
H 32.542 -28.421 12.486
H 32.142 -28.088 11.064
O 32.728 -27.863 16.838
H 32.376 -28.344 16.088
H 32.128 -28.065 17.556
O 35.195 -29.295 13.459
H 34.553 -29.806 13.951
H 35.247 -28.460 13.925
O 30.143 -29.527 11.599
H 30.686 -30.275 11.352
H 30.094 -29.570 12.554
*
```

# ClH2Li2O

A molecular structure, ClH2Li2O in a non-equilibrium geometry (the ωB97M-V functional and the def2-TZVPD basis, the Open Molecules 2025 dataset).

The HOMO-LUMO gap comes out at 9.209 eV.

Geometry as ORCA input:
```
! RIJCOSX wB97M-V def2-TZVPD def2/J DEFGRID3
* xyz 1 1
Li -1.048 1.186 -1.846
Li -1.368 -1.229 -0.547
Cl -0.269 0.042 -0.774
O 1.171 0.245 1.185
H 0.834 -0.540 1.618
H 0.680 0.296 0.365
*
```

# ClH2N2O

A molecular structure, ClH2N2O in a non-equilibrium geometry (the ωB97M-V functional and the def2-TZVPD basis, the Open Molecules 2025 dataset).

The HOMO-LUMO gap comes out at 10.026 eV.

Geometry as ORCA input:
```
! RIJCOSX wB97M-V def2-TZVPD def2/J DEFGRID3
* xyz -1 1
N -0.039 0.094 0.105
N 0.579 0.035 1.189
O -0.126 0.311 2.324
Cl 0.503 -0.453 -2.600
H 0.209 -0.172 -0.990
H -1.126 0.186 -0.027
*
```

# ClH2N2P

2 unconnected molecules or ions with the total composition ClH2N2P in a non-equilibrium geometry (the ωB97M-V functional and the def2-TZVPD basis, the Open Molecules 2025 dataset).

The HOMO-LUMO gap comes out at 8.037 eV.

Geometry as ORCA input:
```
! RIJCOSX wB97M-V def2-TZVPD def2/J DEFGRID3
* xyz 0 1
N -0.859 1.904 -1.516
N 0.205 1.830 -2.169
P -2.033 1.996 -0.607
Cl -1.724 -1.165 2.484
H 0.506 2.770 -2.623
H -2.880 -0.960 2.657
*
```

# ClH2NO

2 unconnected molecules or ions with the total composition ClH2NO in a non-equilibrium geometry (the ωB97M-V functional and the def2-TZVPD basis, the Open Molecules 2025 dataset).

The HOMO-LUMO gap (spin up / spin down) comes out at 4.950 / 4.938 eV.

Geometry as ORCA input:
```
! RIJCOSX wB97M-V def2-TZVPD def2/J DEFGRID3
* xyz 0 1
N 0.266 1.407 0.125
O -0.155 -1.443 -0.093
Cl -0.452 -2.258 -1.362
H 0.941 0.818 0.533
H -0.599 1.475 0.798
*
```

# ClH2NO2S

A molecular structure, ClH2NO2S in a non-equilibrium geometry (the ωB97M-V functional and the def2-TZVPD basis, the Open Molecules 2025 dataset).

The HOMO-LUMO gap (spin up / spin down) comes out at 7.958 / 8.844 eV.

Geometry as ORCA input:
```
! RIJCOSX wB97M-V def2-TZVPD def2/J DEFGRID3
* xyz 0 1
N -0.529 -0.353 0.272
O 0.509 0.487 -0.280
O -2.923 -1.708 -0.475
S -2.794 -0.652 0.493
Cl -3.686 1.174 -0.148
H 0.973 0.673 0.502
H -0.425 -1.022 -0.470
*
```